[1]
Computed, not measured: a single C5H2N2 molecule in a non-equilibrium geometry, with wB97M-V/def2-TZVPD.

Atoms and positions in Å:
C: -1.870 -0.038 -0.007
C: -0.574 0.075 0.000
C: 0.761 0.043 -0.087
C: 1.378 -1.179 0.038
N: 1.804 -2.238 -0.009
C: 1.390 1.274 -0.103
N: 2.019 2.211 0.054
H: -2.604 -0.024 -0.783
H: -2.303 -0.125 0.897

Values from the calculation:
LUMO energy	-0.6	eV
SMILES string	C=C=C(C#N)C#N
orbital gap	10.0	eV
energy above the lowest of the compared OMol25 structures with the same formula, charge and spin	0.5	kcal/mol

Listed below, in e, are the Löwdin charges computed for each atom: C 0.101; C 0.047; C -0.262; C -0.194; N 0.193; C -0.200; N 0.192; H 0.083; H 0.039

***

[2]
Computed, not measured: 2 unconnected molecules or ions with the total composition C5H2O in a non-equilibrium geometry, with wB97M-V/def2-TZVPD.

Atoms and positions in Å:
C: 0.553 3.187 -1.585
C: 0.174 0.991 -0.619
C: -0.040 -1.459 0.188
C: -0.061 -0.120 -0.246
C: -0.897 -1.874 1.104
O: -1.700 -2.285 1.826
H: 0.976 3.542 -0.638
H: 0.996 -1.980 -0.030

Values from the calculation:
LUMO energy	-2.6	eV
orbital gap	5.7	eV
energy above the lowest of the compared OMol25 structures with the same formula, charge and spin	160.3	kcal/mol

Listed below, in e, are the Löwdin charges computed for each atom: C 0.358; C 0.014; C -0.150; C -0.292; C -0.183; O 0.198; H -0.109; H 0.164

***

[3]
Computed, not measured: a single C5H2O2 molecule in a non-equilibrium geometry, with wB97M-V/def2-TZVPD.

Atoms and positions in Å:
C: -0.670 0.768 0.336
C: 0.624 1.109 0.229
O: 1.904 1.267 -0.119
C: 1.572 -0.137 -0.152
C: 0.582 -1.029 -0.471
O: -0.125 -1.798 0.370
C: -0.809 -0.658 -0.148
H: -1.472 1.536 0.607
H: -1.606 -1.056 -0.652

Values from the calculation:
LUMO energy (spin up / spin down)	-0.3 / -0.3	eV
SMILES string	C1=C2OC2=C2O[C@@H]12
orbital gap (spin up / spin down)	7.9 / 7.8	eV
energy above the lowest of the compared OMol25 structures with the same formula, charge and spin	157.6	kcal/mol

Listed below, in e, are the Löwdin charges computed for each atom: C 0.034; C -0.130; O 0.126; C 0.017; C -0.179; O 0.092; C -0.202; H 0.129; H 0.114

***

[4]
Computed, not measured: a molecular structure, C5H2O6Ti in a non-equilibrium geometry, with wB97M-V/def2-TZVPD.

Atoms and positions in Å:
O: 0.001 -0.001 -3.745
C: -0.004 0.002 -2.571
Ti: -0.003 0.001 -0.487
O: -1.646 -2.779 0.122
C: -1.072 -1.799 -0.105
C: 1.064 1.803 -0.105
O: 1.649 2.777 0.120
C: -1.815 1.077 -0.103
O: -2.794 1.658 0.115
C: 1.794 -1.064 -0.120
O: 2.771 -1.643 0.122
O: 0.031 -0.020 1.958
H: 0.821 0.360 2.424
H: 0.128 -0.893 2.421

Values from the calculation:
LUMO energy (spin up / spin down)	-17.5 / -17.2	eV
net charge	+3
orbital gap (spin up / spin down)	8.2 / 9.4	eV
energy above the lowest of the compared OMol25 structures with the same formula, charge and spin	0.0	kcal/mol
multiplicity	2

Listed below, in e, are the Löwdin charges computed for each atom: O 0.336; C 0.116; Ti 0.812; O 0.319; C 0.055; C 0.054; O 0.318; C 0.062; O 0.316; C 0.043; O 0.312; O -0.038; H 0.147; H 0.147

***

[5]
Computed, not measured: a single C5H2OS molecule in a non-equilibrium geometry, with wB97M-V/def2-TZVPD.

Atoms and positions in Å:
C: 3.950 -0.312 0.019
C: 2.778 -0.065 -0.077
C: 1.431 0.208 -0.016
C: 0.264 0.498 -0.039
C: -1.211 0.570 0.021
O: -1.816 1.606 0.030
S: -2.050 -1.017 -0.015
H: 4.984 -0.305 0.277
H: -0.918 -1.675 0.284

Values from the calculation:
LUMO energy	-0.5	eV
SMILES string	C#CC#CC(=O)S
orbital gap	9.7	eV
energy above the lowest of the compared OMol25 structures with the same formula, charge and spin	23.6	kcal/mol

Listed below, in e, are the Löwdin charges computed for each atom: C 0.146; C -0.131; C -0.038; C 0.019; C -0.789; O 0.032; S 0.839; H 0.043; H -0.122

***

[6]
Computed, not measured: a molecular structure, C5H2OS in a non-equilibrium geometry, with wB97M-V/def2-TZVPD.

Atoms and positions in Å:
C: -1.958 -1.681 0.003
C: -3.218 -1.317 0.012
C: -0.732 -1.225 -0.022
C: -1.331 0.443 -0.019
C: -0.571 1.620 0.002
O: -1.097 2.718 0.001
S: -3.097 0.359 -0.001
H: 0.297 -1.488 0.004
H: 0.524 1.486 -0.002

Values from the calculation:
LUMO energy (spin up / spin down)	-1.5 / -1.5	eV
orbital gap (spin up / spin down)	7.6 / 7.6	eV
energy above the lowest of the compared OMol25 structures with the same formula, charge and spin	82.6	kcal/mol

Listed below, in e, are the Löwdin charges computed for each atom: C -0.182; C -0.375; C 0.063; C -0.385; C -0.384; O 0.012; S 1.045; H 0.085; H 0.122

***

[7]
Computed, not measured: 10 unconnected molecules or ions with the total composition C5H30N2O10 in a non-equilibrium geometry, with wB97M-V/def2-TZVPD.

Atoms and positions in Å:
C: -1.288 2.220 -0.219
C: -0.122 1.264 -0.341
C: 0.996 1.614 0.668
N: -0.722 -0.042 0.117
C: 0.027 -1.114 0.443
O: 1.161 -1.492 0.267
C: -0.986 -2.171 1.114
N: -0.147 -3.246 1.721
H: -1.481 2.791 0.666
H: -2.171 1.594 -0.195
H: -1.648 2.759 -1.064
H: 0.219 1.183 -1.369
H: 1.381 2.725 0.431
H: 0.644 1.706 1.843
H: 1.981 1.080 0.480
H: -1.747 0.030 0.392
H: -1.753 -2.491 0.346
H: -1.435 -1.613 2.004
H: 0.789 -2.924 1.795
H: -0.086 -4.119 1.174
O: 2.176 1.843 -3.118
H: 2.799 1.559 -3.779
H: 1.899 1.012 -2.762
O: 3.684 -0.797 -1.861
H: 4.126 -1.706 -1.826
H: 3.014 -0.695 -1.092
O: -0.423 3.687 3.614
H: -0.141 3.248 4.373
H: -0.296 3.166 2.859
O: -2.399 -0.817 -3.587
H: -2.872 -0.926 -4.395
H: -1.828 -0.091 -3.731
O: -4.471 -1.592 1.002
H: -5.018 -2.343 1.140
H: -5.108 -1.140 0.299
O: 0.977 0.882 3.865
H: 1.084 0.216 3.129
H: 1.613 0.692 4.482
O: 3.328 -3.498 -1.928
H: 3.401 -3.961 -1.100
H: 2.481 -3.714 -2.178
O: -3.025 2.762 3.988
H: -2.560 1.984 4.402
H: -2.276 3.330 3.886
O: 1.150 0.024 -5.195
H: 0.864 0.979 -5.153
H: 1.173 -0.212 -4.299

Values from the calculation:
LUMO energy	0.2	eV
SMILES string	CC(C)NC(=O)CN.O.O.O.O.O.O.O.O.O
orbital gap	9.3	eV
energy above the lowest of the compared OMol25 structures with the same formula, charge and spin	105.6	kcal/mol

Listed below, in e, are the Löwdin charges computed for each atom: C -0.048; C -0.353; C -0.067; N 0.068; C -0.498; O 0.041; C -0.168; N -0.020; H 0.077; H 0.063; H 0.075; H 0.118; H 0.123; H 0.097; H 0.080; H 0.154; H 0.123; H 0.116; H 0.025; H 0.069; O -0.043; H 0.037; H -0.020; O -0.143; H 0.039; H 0.040; O 0.003; H 0.016; H -0.017; O -0.028; H 0.024; H -0.002; O -0.095; H -0.001; H 0.110; O -0.035; H 0.068; H -0.007; O -0.005; H 0.051; H 0.006; O -0.081; H 0.056; H -0.040; O -0.052; H 0.067; H -0.024

***

[8]
Computed, not measured: 10 unconnected molecules or ions with the total composition C5H30O10 in a non-equilibrium geometry, with wB97M-V/def2-TZVPD.

Atoms and positions in Å:
C: -1.260 -0.048 0.404
O: -0.224 -0.206 -0.642
H: -2.269 0.122 0.030
H: -1.379 -0.894 1.082
H: -1.063 0.791 1.072
H: 0.561 -0.606 -0.259
C: -3.331 2.299 6.506
O: -4.297 1.306 6.708
H: -2.576 2.353 7.290
H: -2.746 2.243 5.588
H: -3.773 3.295 6.518
H: -4.983 1.401 6.043
C: -7.137 0.712 1.805
O: -6.428 1.611 2.611
H: -7.189 -0.220 2.368
H: -8.189 0.962 1.663
H: -6.585 0.498 0.889
H: -5.960 2.206 2.021
C: 6.147 -0.378 2.269
O: 4.772 -0.086 2.134
H: 6.418 -0.459 3.322
H: 6.425 -1.316 1.790
H: 6.777 0.425 1.887
H: 4.373 -0.888 1.789
C: 6.111 -1.185 -3.074
O: 6.894 -2.283 -2.818
H: 6.793 -0.344 -2.943
H: 5.728 -1.241 -4.093
H: 5.277 -1.241 -2.375
H: 6.299 -3.035 -2.867
O: 1.643 3.777 -2.467
H: 1.116 3.098 -2.047
H: 1.356 3.774 -3.380
O: -3.940 2.285 -3.892
H: -3.874 1.439 -4.334
H: -4.654 2.174 -3.264
O: 2.789 -3.251 0.515
H: 3.293 -3.805 -0.081
H: 2.814 -3.714 1.352
O: -2.836 -1.797 -4.027
H: -2.736 -2.739 -4.165
H: -2.127 -1.566 -3.428
O: 1.404 -2.175 -5.982
H: 1.663 -1.321 -6.327
H: 0.903 -1.973 -5.192

Values from the calculation:
LUMO energy	-0.1	eV
SMILES string	CO.CO.CO.CO.CO.O.O.O.O.O
orbital gap	10.2	eV
energy above the lowest of the compared OMol25 structures with the same formula, charge and spin	103.3	kcal/mol

Listed below, in e, are the Löwdin charges computed for each atom: C -0.129; O -0.134; H 0.069; H 0.069; H 0.068; H 0.059; C -0.193; O -0.103; H 0.077; H 0.070; H 0.072; H 0.075; C -0.181; O -0.118; H 0.075; H 0.075; H 0.079; H 0.072; C -0.173; O -0.114; H 0.070; H 0.077; H 0.075; H 0.055; C -0.193; O -0.122; H 0.088; H 0.077; H 0.076; H 0.074; O -0.053; H 0.024; H 0.028; O -0.054; H 0.024; H 0.026; O -0.050; H 0.030; H 0.032; O -0.053; H 0.031; H 0.022; O -0.053; H 0.030; H 0.022

***

[9]
Computed, not measured: 10 unconnected molecules or ions with the total composition C5H31NO11 in a non-equilibrium geometry, with wB97M-V/def2-TZVPD.

Atoms and positions in Å:
C: 0.620 0.291 0.280
N: -0.630 -0.169 0.819
C: -0.598 -1.708 0.887
C: -1.241 -2.285 -0.336
O: -0.556 -2.199 -1.508
C: -1.360 -2.327 2.128
C: -0.593 -1.943 3.396
O: -1.003 -0.781 4.093
H: 1.315 0.593 1.167
H: 1.046 -0.371 -0.483
H: 0.434 1.360 -0.204
H: -1.506 0.089 0.438
H: 0.385 -2.055 1.025
H: -1.349 -3.376 -0.207
H: -2.227 -1.908 -0.513
H: 0.304 -2.795 -1.654
H: -2.321 -1.875 2.328
H: -1.614 -3.463 2.015
H: -0.869 -2.783 4.031
H: 0.521 -1.842 3.212
H: -1.336 -0.173 3.264
O: -2.434 -1.048 -3.040
H: -2.317 -1.923 -2.828
H: -1.914 -0.675 -2.430
O: -0.958 2.499 -2.059
H: -0.281 2.596 -2.612
H: -0.874 1.572 -1.622
O: 0.733 1.085 3.321
H: 0.245 1.718 2.894
H: 1.523 1.573 3.726
O: 0.343 0.586 -2.899
H: 0.331 -0.030 -3.689
H: 1.137 0.372 -2.404
O: 3.611 0.258 2.353
H: 3.842 -0.596 1.870
H: 2.732 0.559 1.960
O: 1.113 -1.721 -3.891
H: 0.324 -2.265 -3.846
H: 1.089 -1.505 -4.849
O: 0.700 3.676 -0.118
H: 1.536 3.410 -0.356
H: 0.186 4.042 -0.824
O: 2.842 1.523 -1.552
H: 2.983 2.064 -2.399
H: 3.835 1.525 -1.234
O: -1.884 2.314 0.352
H: -1.473 3.112 0.440
H: -2.308 2.529 -0.509

Values from the calculation:
LUMO energy	-0.2	eV
SMILES string	CN[C@H](CO)CCO.O.O.O.O.O.O.O.O.O
orbital gap	8.3	eV
energy above the lowest of the compared OMol25 structures with the same formula, charge and spin	160.7	kcal/mol

Listed below, in e, are the Löwdin charges computed for each atom: C -0.148; N -0.036; C -0.283; C -0.290; O -0.121; C -0.137; C -0.310; O -0.128; H 0.065; H 0.066; H 0.082; H 0.073; H 0.118; H 0.127; H 0.125; H 0.181; H 0.108; H 0.144; H 0.102; H 0.129; H 0.145; O 0.031; H -0.017; H -0.066; O -0.072; H -0.050; H 0.068; O -0.045; H -0.011; H 0.103; O -0.089; H 0.057; H 0.000; O -0.120; H 0.066; H 0.002; O -0.054; H 0.038; H 0.081; O -0.016; H -0.023; H 0.028; O -0.115; H 0.086; H 0.112; O -0.033; H -0.032; H 0.061